[1]
ORCA calculation (the ωB97M-V functional and the def2-TZVPD basis) on a cluster of 2 separate species, C7H11N3O3 in total in a non-equilibrium geometry.

Geometry as XYZ:
```
24
Properties=species:S:1:pos:R:3:mulliken_charge:R:1
H 5.170 0.617 0.817 0.283
H 0.886 -1.061 0.337 0.354
C 5.189 0.338 -0.288 -0.791
C 2.833 0.105 0.389 0.536
C -3.295 1.291 0.018 0.570
O -3.075 2.513 -0.179 -0.629
H -1.233 0.978 0.512 0.236
C -4.554 -0.720 0.143 -0.061
N -2.187 0.534 0.296 -0.046
N -3.310 -1.400 -0.079 -0.245
H 1.329 -0.407 -1.268 0.210
C 1.376 -0.181 -0.167 -0.609
O -1.086 -1.369 0.218 -0.456
H 3.555 -0.333 -1.450 0.197
H 6.017 -0.410 -0.538 0.265
H 5.467 1.344 -0.687 0.288
H -5.313 -1.624 -0.004 0.290
H 0.816 0.749 0.041 0.046
H -5.514 1.225 0.254 0.334
C -2.079 -0.833 0.199 0.354
O 3.032 0.418 1.547 -0.645
C -4.581 0.587 0.181 -0.569
N 3.792 -0.057 -0.558 -0.181
H -3.236 -2.304 0.264 0.269
```

Output
SMILES ... O=c1cc[nH]c(=O)[nH]1.CNC(C)=O
Energy relative to the best compared isomer or geometry (same formula, charge and spin) ... 1.301 eV
E_HOMO ... -0.350 hartree
E_LUMO ... 0.3139 eV

***

[2]
ORCA calculation (the ωB97M-V functional and the def2-TZVPD basis) on an isolated molecule of C7H11N3O4 in a non-equilibrium geometry.

Geometry as XYZ:
```
25
Properties=species:S:1:pos:R:3:mulliken_charge:R:1
H -0.475 1.520 -1.797 0.445
H -4.578 -1.540 1.266 0.387
C -0.707 0.232 -0.380 0.548
H 2.359 -1.504 0.868 0.451
C 0.053 -0.755 -1.373 -0.798
H -0.224 -1.712 -0.961 0.411
H 0.321 -0.599 1.426 0.550
O 0.259 1.473 1.591 -0.589
H -0.131 -0.727 -2.428 0.298
H 2.132 1.186 -0.191 0.298
O -0.402 1.538 -0.848 -0.545
C 2.687 -0.479 0.919 -0.955
C -2.599 -0.616 1.084 -0.053
H 0.523 2.281 1.114 0.390
N -3.003 -0.182 -1.052 -0.437
O 1.468 -0.535 -1.178 -0.409
C 0.305 0.333 0.763 -0.740
H -2.120 -0.564 2.001 0.450
O 3.950 -0.315 0.295 -0.544
C -3.932 -0.870 0.763 -0.581
C 1.662 0.211 0.008 0.497
N -2.080 -0.184 -0.093 0.880
N -4.132 -0.581 -0.563 -0.625
H 4.027 -1.000 -0.344 0.313
H 2.699 0.113 1.829 0.356
```

Output
SMILES ... OC[C@H]1OC[C@@](O)(n2ccnn2)[C@@H]1O
Energy relative to the best compared isomer or geometry (same formula, charge and spin) ... 3.459 eV
E_HOMO ... -0.366 hartree
E_LUMO ... 0.5880 eV

***

[3]
ORCA calculation (the ωB97M-V functional and the def2-TZVPD basis) on the ion C7H11N4 with charge +1 in a non-equilibrium geometry.

Geometry as XYZ:
```
22
Properties=species:S:1:pos:R:3:mulliken_charge:R:1
C 3.577 0.645 -0.260 -0.296
H -0.438 2.100 1.787 0.328
C 1.382 0.446 0.047 0.351
H -1.605 -0.867 -1.847 0.413
N 1.577 -1.931 0.471 -0.482
N -0.623 -0.843 0.082 -0.143
C 0.200 -1.910 0.766 -0.405
H 0.137 -0.718 -1.951 0.317
H 4.511 1.094 -0.251 0.438
N 2.430 1.369 0.059 -0.209
H -1.787 1.399 0.871 0.388
N 3.433 -0.636 -0.234 -0.543
H 2.454 2.423 -0.118 0.307
H -0.626 -2.205 -1.575 0.422
H -1.679 -0.996 0.412 0.456
H 0.193 -1.708 1.854 0.360
C -0.703 -1.185 -1.387 -0.849
H -0.640 2.430 0.078 0.375
C -0.759 1.700 0.841 -1.395
C 0.055 0.538 0.300 0.106
C 2.079 -0.881 -0.017 0.567
H -0.457 -2.764 0.607 0.493
```

Output
SMILES ... CC1=c2[nH]cnc2=NC[N@@H+]1C
Total charge ... +1
Energy relative to the best compared isomer or geometry (same formula, charge and spin) ... 3.005 eV
E_HOMO ... -0.470 hartree
E_LUMO ... -4.1475 eV

***

[4]
ORCA calculation (the ωB97M-V functional and the def2-TZVPD basis) on the ion C7H11N4 with charge +1 in a non-equilibrium geometry.

Geometry as XYZ:
```
22
Properties=species:S:1:pos:R:3:mulliken_charge:R:1
H 0.194 -2.192 -2.698 0.274
H -1.115 1.790 1.818 0.235
H 0.428 1.314 2.936 0.372
H 1.310 2.312 1.947 0.560
N 0.869 -1.350 -0.866 -0.623
C -0.013 0.284 0.634 0.384
C -2.377 0.276 -0.844 -0.611
N 2.212 0.019 0.820 -0.938
C -1.135 1.041 0.949 -0.444
H -3.023 1.750 0.280 0.277
H 2.286 1.265 2.946 0.276
H -3.352 0.317 -1.459 0.280
C -0.122 -0.621 -0.486 1.301
C 1.272 1.420 2.425 -1.104
H 2.011 -1.636 -2.677 0.270
C -1.405 -0.548 -1.209 -0.480
H -1.667 -1.152 -2.072 0.258
N 1.169 0.482 1.241 0.778
H 1.387 -3.115 -1.847 0.280
N -2.251 1.103 0.222 0.001
C 1.169 -2.052 -2.118 -0.754
H 2.150 -0.706 0.056 0.409
```

Output
SMILES ... [H]/N=[N+](/C)c1c[nH]cc/c1=N\C
Total charge ... +1
Energy relative to the best compared isomer or geometry (same formula, charge and spin) ... 4.293 eV
E_HOMO ... -0.456 hartree
E_LUMO ... -4.7393 eV

***

[5]
ORCA calculation (the ωB97M-V functional and the def2-TZVPD basis) on the ion C7H11N4O with charge -1 in a non-equilibrium geometry.

Geometry as XYZ:
```
23
Properties=species:S:1:pos:R:3:mulliken_charge:R:1
C 0.179 -2.120 -1.293 -1.198
H -2.247 0.021 1.938 0.455
H -0.786 -0.990 1.471 0.198
N 2.092 1.061 -0.944 -0.532
H 0.530 -2.339 -0.275 0.327
N 2.880 0.542 0.966 -0.456
N 2.938 1.369 -0.040 -0.458
H -0.848 -2.370 -1.261 0.352
C -1.380 0.739 0.201 0.706
C 0.345 -0.588 -1.236 0.071
H -1.461 2.079 1.768 0.403
H -2.417 -1.005 0.472 0.241
H -1.625 0.124 -1.839 0.358
H 0.672 -2.540 -2.106 0.344
N 1.477 -0.059 -0.638 0.784
H -0.780 2.885 0.359 0.378
H 0.243 1.793 1.330 0.160
O 1.825 -1.510 1.156 -0.632
C -0.796 0.422 -1.141 -0.808
C -1.670 -0.426 1.083 -1.128
C -0.856 1.953 0.899 -1.306
C 2.053 -0.427 0.705 0.352
H -0.370 1.388 -1.574 0.391
```

Output
Total charge ... -1
Energy relative to the best compared isomer or geometry (same formula, charge and spin) ... 2.245 eV
E_HOMO (alpha / beta) ... -0.138 / -0.114 hartree
E_LUMO (alpha / beta) ... 3.7571 / 3.5738 eV

***

[6]
ORCA calculation (the ωB97M-V functional and the def2-TZVPD basis) on an isolated molecule of C7H11NO in a non-equilibrium geometry.

Geometry as XYZ:
```
20
Properties=species:S:1:pos:R:3:mulliken_charge:R:1
C 1.732 0.634 -0.460 -0.703
H -2.546 -1.956 -0.223 0.332
C 1.498 -0.875 -0.273 0.038
H 1.739 -0.626 1.657 0.443
H -2.732 -0.384 -0.676 0.345
H 1.680 0.997 -1.483 0.342
C 0.045 -1.300 -0.394 -0.443
H -0.954 1.033 1.787 0.270
H -0.619 3.029 0.221 0.228
H 1.928 -1.400 -1.211 0.343
C -0.882 -0.584 0.129 0.714
H -0.247 1.845 -1.226 0.253
H -0.139 -2.272 -0.973 0.233
C -2.305 -0.920 0.142 -1.502
H 2.734 0.904 -0.132 0.320
O 2.006 -1.412 0.935 -0.591
C -0.365 1.947 -0.112 -0.544
H -2.912 -0.791 1.012 0.363
N 0.846 1.424 0.537 -0.393
C -0.506 0.707 0.743 -0.049
```

Output
SMILES ... CC1=C[C@H](O)CN2C[C@@H]12
Energy relative to the best compared isomer or geometry (same formula, charge and spin) ... 3.627 eV
E_HOMO ... -0.328 hartree
E_LUMO ... 0.9654 eV

***

[7]
ORCA calculation (the ωB97M-V functional and the def2-TZVPD basis) on a structure of composition C7H11NO in a non-equilibrium geometry.

Geometry as XYZ:
```
20
Properties=species:S:1:pos:R:3:mulliken_charge:R:1
N 0.093 1.354 0.513 -0.654
H 2.423 2.030 -0.696 0.355
H 2.727 0.441 -1.435 0.322
C -3.283 -1.402 0.315 -0.723
H 2.107 1.721 1.381 0.267
H -0.785 1.286 0.460 0.250
C -1.849 -1.448 0.349 0.245
C 0.830 -0.064 0.733 -0.165
C 0.184 -0.501 -0.522 -0.093
O -1.204 -0.732 -0.537 -0.339
C 0.663 0.973 -0.930 -0.102
H -3.816 -2.119 1.025 0.238
C 2.133 1.040 -0.675 -0.619
H -1.522 -2.066 1.305 0.223
C 2.323 0.692 0.662 -0.562
H 0.386 -0.595 1.708 0.255
H 0.576 1.477 -1.961 0.319
H 3.754 0.227 1.024 0.251
H 0.926 -1.013 -1.175 0.312
H -3.796 -0.758 -0.524 0.219
```

Output
Energy relative to the best compared isomer or geometry (same formula, charge and spin) ... 9.571 eV
E_HOMO ... -0.316 hartree
E_LUMO ... 0.8618 eV

***

[8]
ORCA calculation (the ωB97M-V functional and the def2-TZVPD basis) on an isolated molecule of C7H11NO in a non-equilibrium geometry.

Geometry as XYZ:
```
20
Properties=species:S:1:pos:R:3:mulliken_charge:R:1
H -1.723 1.053 -0.676 0.422
C 0.596 -0.423 -0.370 0.266
H -0.474 2.220 -0.196 0.362
C -0.385 -1.074 -1.823 0.367
O -1.125 -0.705 1.322 -0.599
H -1.755 -1.032 0.664 0.428
C -1.102 1.401 0.151 -1.851
H 0.344 1.060 -1.992 0.261
H 0.694 -2.326 0.590 0.318
H 1.407 1.442 1.405 0.372
N -1.503 -1.349 -2.118 -0.645
H 0.108 1.219 2.576 0.445
H -1.732 1.780 0.953 0.456
H 1.773 -2.154 -0.868 0.339
C 0.703 0.066 -1.759 -0.553
C -0.266 0.243 0.701 1.585
H 1.593 -0.261 -2.292 0.295
C 0.689 0.726 1.800 -1.702
H 1.218 -0.121 2.231 0.358
C 0.941 -1.765 -0.297 -0.921
```

Output
Energy relative to the best compared isomer or geometry (same formula, charge and spin) ... 3.973 eV
E_HOMO ... -0.305 hartree
E_LUMO ... 0.2227 eV

***

[9]
ORCA calculation (the ωB97M-V functional and the def2-TZVPD basis) on an isolated molecule of C7H11NO in a non-equilibrium geometry.

Geometry as XYZ:
```
20
Properties=species:S:1:pos:R:3:mulliken_charge:R:1
H -0.370 2.073 -0.782 0.393
N 0.485 -2.207 -0.167 -0.796
O 1.058 1.748 0.661 -0.391
H 0.689 2.549 1.056 0.368
C 0.882 0.100 -2.521 -1.424
H 0.911 -0.135 2.438 0.301
C -0.596 -0.229 0.918 0.980
H 0.451 -0.770 -3.021 0.366
H -2.643 -0.005 1.522 0.321
C -0.095 -0.530 2.307 -1.391
H -2.299 0.237 -0.276 0.336
C 0.206 -0.969 -0.241 0.201
C -1.922 0.019 0.714 -1.021
C 0.534 0.131 -1.074 0.464
H -0.035 -1.612 2.429 0.349
C 0.191 1.263 -0.302 -0.349
H 1.966 0.066 -2.670 0.268
H 0.826 -2.592 -1.048 0.236
H 0.510 0.995 -3.026 0.374
H -0.749 -0.131 3.083 0.413
```

Output
SMILES ... [H]/N=C(C(=C)C)\C(C)=C/O
Energy relative to the best compared isomer or geometry (same formula, charge and spin) ... 4.932 eV
E_HOMO (alpha / beta) ... -0.266 / -0.266 hartree
E_LUMO (alpha / beta) ... -0.3509 / -0.3505 eV

***

[10]
ORCA calculation (the ωB97M-V functional and the def2-TZVPD basis) on a structure of composition C7H11NO in a non-equilibrium geometry.

Geometry as XYZ:
```
20
Properties=species:S:1:pos:R:3:mulliken_charge:R:1
H -2.181 0.166 -1.513 0.386
H 0.170 0.964 2.808 0.356
C 0.364 -1.355 -0.130 -0.536
C 0.460 0.096 2.219 -1.076
C -1.297 -0.422 -1.761 -1.436
H -2.476 -0.341 0.733 0.224
H -1.587 -1.472 -1.815 0.334
O 1.710 -1.507 -0.018 -0.545
H 0.538 -0.769 2.879 0.335
C 1.152 2.011 -1.005 -0.875
H 1.063 3.047 -0.699 0.257
H -0.952 -0.160 -2.760 0.377
H 1.439 0.263 1.778 0.259
H 2.142 -0.648 -0.149 0.413
N -1.807 -0.143 1.470 -0.763
C -0.184 -0.185 -0.773 1.115
C 0.309 1.092 -0.609 -0.395
C -0.588 -0.179 1.186 0.805
H 1.913 1.830 -1.767 0.269
H -0.188 -2.287 -0.077 0.497
```

Output
Energy relative to the best compared isomer or geometry (same formula, charge and spin) ... 5.711 eV
E_HOMO (alpha / beta) ... -0.258 / -0.258 hartree
E_LUMO (alpha / beta) ... 0.7149 / 0.7149 eV